[1]
2 unconnected molecules or ions with the total composition C4H8NO in a non-equilibrium geometry. Source: the OMol25 dataset; level of theory: ωB97M-V/def2-TZVPD.

Computed properties:
Multiplicity   3
DFT total energy   -286.68197 hartree
E_HOMO (alpha / beta)   -11.7 / -15.5 eV
Orbital gap (alpha / beta)   7.1042 / 7.2768 eV
Energy above the lowest of the compared OMol25 structures with the same formula, charge and spin   62.34 kcal/mol
Molecular weight   86.11 g/mol
<S²>   2.012
Net charge   +1

Structure (XYZ):
```
14
Properties=species:S:1:pos:R:3:forces:R:3:lowdin_charge:R:1
C -0.687766 0.973402 -1.580916 0.3 -1.1 1.8 0.152
C -1.174150 -1.089012 0.272832 -7.0 0.1 -0.5 -0.030
C 0.053788 -0.973379 0.834479 5.1 0.7 1.3 0.000
C 0.943566 0.825346 0.249298 -0.2 -1.5 1.2 -0.331
N 0.261695 1.219127 -0.771562 -0.4 0.5 -3.2 0.141
O 2.198421 0.418757 0.111973 0.7 0.1 -0.2 0.108
H -0.803734 1.508235 -2.524333 -0.1 0.1 0.3 0.122
H -2.050499 -0.684639 0.751153 0.0 1.0 0.5 0.099
H -1.660351 -1.688175 -0.457944 1.1 -1.4 -0.8 0.093
H -1.255427 0.102934 -1.154387 -0.3 1.3 -1.9 0.070
H 0.779678 -1.517088 0.209540 0.5 0.3 1.2 0.130
H 0.128846 -0.763714 1.945412 0.2 -1.0 -1.4 0.148
H 0.663804 1.314868 1.122783 -0.2 1.0 1.8 0.148
H 2.602128 0.353339 0.991673 0.2 0.0 -0.3 0.150
```
Positions in Å, forces in eV/Å.

[2]
A gas-phase ion, C4H8NO2 (charge -1) in a non-equilibrium geometry. Source: the OMol25 dataset; level of theory: ωB97M-V/def2-TZVPD.

Computed properties:
DFT total energy   -362.44263 hartree
E_HOMO   -2.8 eV
SMILES string   CC(=O)NCC[O-]
Orbital gap   6.9523 eV
Energy above the lowest of the compared OMol25 structures with the same formula, charge and spin   51.20 kcal/mol
Molecular weight   102.11 g/mol
Net charge   -1

Structure (XYZ):
```
15
Properties=species:S:1:pos:R:3:forces:R:3:lowdin_charge:R:1
C -1.162112 -1.388869 -0.182953 0.1 -1.5 -1.4 -0.019
C -1.482677 0.006975 -0.600306 0.0 0.9 2.5 -0.555
O -2.623261 0.482459 -0.628995 0.1 -0.6 -0.6 -0.029
N -0.429493 0.858950 -0.732009 -0.3 0.9 -0.2 0.027
C 0.987808 0.768739 -0.424819 0.9 -2.0 1.0 -0.192
C 1.389046 0.343434 1.082945 -0.4 1.1 -0.5 -0.540
O 1.520335 -0.972943 1.230372 -0.6 0.2 0.3 -0.350
H -0.404667 -1.573166 0.596610 0.2 0.9 -0.3 0.061
H -0.735427 -1.794414 -1.127217 0.1 -0.3 0.5 0.090
H -2.032013 -2.010510 0.046568 -0.2 0.5 -0.2 0.069
H -0.786937 1.795817 -0.688847 -0.1 0.2 -0.2 0.116
H 1.373030 -0.123626 -0.942566 0.3 0.6 -0.4 0.098
H 1.473032 1.707284 -0.696949 -0.1 -0.1 -0.3 0.089
H 2.288740 0.908919 1.431703 0.4 0.2 -0.7 0.060
H 0.624595 0.990951 1.636464 -0.4 -1.0 0.4 0.075
```
Positions in Å, forces in eV/Å.

[3]
A gas-phase ion, C4H8NO2 (charge -1) in a non-equilibrium geometry. Source: the OMol25 dataset; level of theory: ωB97M-V/def2-TZVPD.

Computed properties:
DFT total energy   -362.40486 hartree
E_HOMO   -2.7 eV
SMILES string   C[C@H](C=O)NC[O-]
Orbital gap   6.5890 eV
Energy above the lowest of the compared OMol25 structures with the same formula, charge and spin   74.90 kcal/mol
Molecular weight   102.11 g/mol
Net charge   -1

Structure (XYZ):
```
15
Properties=species:S:1:pos:R:3:forces:R:3:lowdin_charge:R:1
C 0.215666 1.505923 -0.286961 0.1 1.6 0.5 -0.074
C -0.366508 0.236880 0.252713 -1.4 -1.5 -1.4 -0.449
C -1.188489 0.549525 1.493218 1.4 1.3 -0.4 -0.246
O -2.379783 0.679788 1.605589 -0.1 -0.5 -0.1 0.033
N 0.534388 -0.891021 0.429938 0.6 -1.3 1.0 -0.039
C 0.837127 -1.611365 -0.884439 1.0 1.1 -2.6 -0.544
O -0.077036 -1.368018 -1.843460 0.0 -1.2 0.8 -0.350
H -0.617469 2.225896 -0.408742 0.3 -0.2 0.1 0.082
H 0.956917 1.993156 0.368731 -0.1 -0.2 -0.1 0.070
H 0.638783 1.418839 -1.278487 0.2 -0.6 -0.1 0.073
H -0.992418 -0.110505 -0.574389 -0.7 0.2 0.1 0.111
H -0.510060 0.944514 2.291021 -0.2 -0.4 0.4 0.116
H -0.044572 -1.647366 0.785888 -0.2 0.3 0.8 0.072
H 1.188062 -2.710423 -0.683143 -1.2 1.0 0.5 0.087
H 1.805387 -1.215816 -1.267474 0.4 0.3 0.5 0.055
```
Positions in Å, forces in eV/Å.

[4]
A gas-phase ion, C4H8NO2 (charge -1) in a non-equilibrium geometry. Source: the OMol25 dataset; level of theory: ωB97M-V/def2-TZVPD.

Computed properties:
DFT total energy   -362.33963 hartree
E_HOMO   -2.3 eV
SMILES string   [O-]/C=C/CNCO
Orbital gap   6.3860 eV
Energy above the lowest of the compared OMol25 structures with the same formula, charge and spin   115.84 kcal/mol
Molecular weight   102.11 g/mol
Net charge   -1

Structure (XYZ):
```
15
Properties=species:S:1:pos:R:3:forces:R:3:lowdin_charge:R:1
O 1.698627 -2.370202 0.388027 1.0 -1.8 -0.9 -0.135
C 0.820564 -1.679350 0.894397 0.6 0.1 1.3 -0.532
C -0.449679 -1.419020 0.399244 -0.2 4.4 1.3 -0.188
C -1.042904 0.007545 0.646178 -3.8 0.2 0.9 -0.285
N -0.614168 1.236540 -0.216151 -3.4 -1.8 0.7 -0.125
C 0.776954 1.231348 -0.552161 -2.4 2.4 -2.1 -0.311
O 0.739457 1.342946 -1.991022 1.7 0.1 -1.2 -0.131
H 1.200426 -1.327883 1.923724 -0.9 1.0 -0.6 0.100
H -1.077534 -2.186407 0.119268 -1.0 -1.4 -1.4 0.010
H -1.185572 0.373396 1.717167 1.9 -0.3 -0.6 0.065
H -2.265974 0.049927 0.677749 2.3 -0.6 -1.4 0.103
H -1.309318 1.488584 -1.072489 2.7 -1.2 2.7 0.149
H 1.032461 2.307940 -0.334768 1.3 -1.4 0.4 0.111
H 1.304634 0.362523 -0.141291 0.1 0.6 -0.1 0.098
H 0.372027 0.582111 -2.457870 0.1 -0.3 0.8 0.069
```
Positions in Å, forces in eV/Å.

[5]
A gas-phase ion, C4H8NO2 (charge -1) in a non-equilibrium geometry. Source: the OMol25 dataset; level of theory: ωB97M-V/def2-TZVPD.

Computed properties:
DFT total energy   -362.43525 hartree
E_HOMO   -2.7 eV
SMILES string   CC(=O)NCC[O-]
Orbital gap   6.8176 eV
Energy above the lowest of the compared OMol25 structures with the same formula, charge and spin   55.83 kcal/mol
Molecular weight   102.11 g/mol
Net charge   -1

Structure (XYZ):
```
15
Properties=species:S:1:pos:R:3:forces:R:3:lowdin_charge:R:1
C 0.571334 1.508085 1.032803 -1.6 0.1 1.0 -0.029
C 1.291733 0.195044 1.068775 -0.3 0.1 -0.3 -0.552
O 2.242125 -0.069240 1.804032 -0.4 -0.2 -0.1 -0.018
N 0.681787 -0.741458 0.274753 0.7 -0.8 -0.2 0.035
C -0.009421 -0.723859 -1.053154 -0.4 -0.7 1.3 -0.192
C -1.573543 -0.524186 -0.926880 0.6 0.8 -0.3 -0.541
O -2.035194 0.580719 -0.344042 0.3 0.5 -0.3 -0.354
H 0.863071 2.182335 0.242302 0.1 0.0 -0.4 0.069
H -0.504710 1.208164 0.930795 0.6 0.6 -0.7 0.064
H 0.575233 2.066444 1.983270 0.8 -0.3 -0.2 0.073
H 0.940849 -1.693025 0.495312 0.5 0.3 0.2 0.113
H 0.123728 -1.770992 -1.334772 -0.2 -0.2 -0.3 0.080
H 0.545759 -0.215468 -1.843787 -0.2 0.9 0.3 0.092
H -1.888872 -1.379750 -0.272737 0.0 -0.6 -0.9 0.078
H -1.823877 -0.622813 -2.056671 -0.5 -0.5 0.9 0.081
```
Positions in Å, forces in eV/Å.

[6]
A gas-phase ion, C4H8NO2 (charge -1) in a non-equilibrium geometry. Source: the OMol25 dataset; level of theory: ωB97M-V/def2-TZVPD.

Computed properties:
DFT total energy   -362.42179 hartree
E_HOMO   -3.1 eV
SMILES string   C[C@@H](C=O)NC[O-]
Orbital gap   7.0958 eV
Energy above the lowest of the compared OMol25 structures with the same formula, charge and spin   64.28 kcal/mol
Molecular weight   102.11 g/mol
Net charge   -1

Structure (XYZ):
```
15
Properties=species:S:1:pos:R:3:forces:R:3:lowdin_charge:R:1
C -1.459254 1.065114 0.525783 0.5 -1.1 0.7 -0.061
C -0.162002 0.252660 0.381142 -0.1 0.4 -0.9 -0.435
C 0.474633 -0.165809 1.661396 0.3 -0.1 -0.8 -0.253
O 0.005124 -0.164671 2.775593 -0.1 0.0 0.3 0.001
N -0.220094 -0.776771 -0.644629 0.3 -0.6 -0.4 -0.032
C 0.967390 -0.659492 -1.695358 -0.4 0.3 0.3 -0.522
O 1.697618 0.413249 -1.535251 0.1 0.4 0.0 -0.304
H -1.446450 1.426039 1.558813 -0.5 0.4 -0.2 0.057
H -2.317271 0.410439 0.364170 -0.1 0.0 0.2 0.060
H -1.522678 1.850694 -0.204608 0.1 0.5 -0.2 0.055
H 0.637973 0.857716 -0.125874 0.0 0.4 0.5 0.112
H 1.537088 -0.452706 1.476544 -0.1 -0.3 0.2 0.125
H -0.128912 -1.742067 -0.354373 -0.3 0.2 0.7 0.061
H 1.531585 -1.607186 -1.529230 0.0 -0.3 -0.3 0.067
H 0.405251 -0.707210 -2.654119 0.2 -0.2 -0.1 0.068
```
Positions in Å, forces in eV/Å.

[7]
A gas-phase ion, C4H8NO2 (charge -1) in a non-equilibrium geometry. Source: the OMol25 dataset; level of theory: ωB97M-V/def2-TZVPD.

Computed properties:
DFT total energy   -362.46354 hartree
E_HOMO   -3.9 eV
SMILES string   CC(C)NC(=O)[O-]
Orbital gap   7.9385 eV
Energy above the lowest of the compared OMol25 structures with the same formula, charge and spin   38.08 kcal/mol
Molecular weight   102.11 g/mol
Net charge   -1

Structure (XYZ):
```
15
Properties=species:S:1:pos:R:3:forces:R:3:lowdin_charge:R:1
C -0.400313 0.426706 -1.277939 -1.9 0.0 -1.4 -0.107
C -0.519512 -0.182479 0.166876 3.5 3.7 0.4 -0.404
C -1.098998 0.859731 1.174051 1.4 -2.6 1.8 -0.105
N 0.887359 -0.461670 0.759114 -0.6 1.5 -1.6 -0.013
C 1.605941 -1.446084 -0.054293 2.9 3.0 0.7 -0.747
O 2.862801 -1.265134 0.284635 -2.0 -2.2 -1.7 -0.185
O 0.994170 -2.009146 -0.983490 1.0 -0.9 1.1 -0.081
H -0.071108 -0.386031 -1.934651 0.6 0.4 0.2 0.044
H 0.141806 1.397531 -1.485353 0.0 -1.2 0.9 0.077
H -1.404194 0.664710 -1.789764 0.7 -0.3 1.2 0.067
H -1.019166 -1.117586 0.156289 -0.6 -0.6 -0.1 0.103
H -1.631364 0.140574 1.903555 0.4 1.9 -0.6 0.085
H -0.247618 1.423450 1.731815 -1.5 -1.0 -1.0 0.086
H -1.711313 1.541629 0.665415 -1.3 1.0 -0.3 0.017
H 1.611509 0.413799 0.683742 -2.8 -2.6 0.4 0.162
```
Positions in Å, forces in eV/Å.

[8]
A gas-phase ion, C4H8NO2 (charge -2) in a non-equilibrium geometry. Source: the OMol25 dataset; level of theory: ωB97M-V/def2-TZVPD.

Computed properties:
Multiplicity   2
DFT total energy   -362.08666 hartree
E_HOMO (alpha / beta)   1.7 / 2.4 eV
Orbital gap (alpha / beta)   5.3882 / 4.6901 eV
Energy above the lowest of the compared OMol25 structures with the same formula, charge and spin   176.90 kcal/mol
Molecular weight   102.11 g/mol
<S²>   0.775
Net charge   -2

Structure (XYZ):
```
15
Properties=species:S:1:pos:R:3:forces:R:3:lowdin_charge:R:1
C -2.009699 -0.005697 -0.703519 -1.7 -0.1 -2.2 -0.143
C -1.103566 0.035093 0.489507 2.0 0.9 -0.5 -0.738
N -0.314695 -1.084007 0.681731 -1.8 1.1 1.8 -0.065
C 1.182096 -0.869328 0.490000 -1.9 -0.5 -3.1 -0.249
C 1.900908 0.431837 0.115839 1.8 0.5 0.9 -0.540
O 3.289437 0.322921 0.225276 -0.3 -0.1 0.6 -0.492
O -1.511633 1.012142 1.446693 -1.1 0.2 1.7 -0.306
H -1.640087 0.651504 -1.572431 -0.4 -0.3 1.4 0.060
H -3.105803 0.324719 -0.498758 1.4 -0.7 -0.3 0.050
H -1.940156 -0.991267 -1.240030 -0.5 0.3 0.8 0.040
H -0.569351 1.098861 0.425263 0.9 -0.9 -0.9 0.118
H 1.861968 -1.632333 0.850794 -0.1 0.0 0.6 0.062
H 0.705339 -1.192425 -0.486889 2.9 -0.6 -0.4 0.073
H 1.791991 0.635729 -0.964171 -1.2 0.3 0.0 0.062
H 1.463256 1.262256 0.740692 0.2 0.0 -0.4 0.069
```
Positions in Å, forces in eV/Å.